Here is 12 unconnected molecules or ions with the total composition C27H81N9O12 at a distorted geometry from OMol25. Energies are from wB97M-V/def2-TZVPD.

Calculated values
E_HOMO	-9.078	eV
LUMO level	0.43	eV
orbital gap	0.34934	Ha

Atoms and positions in Å:
C  -1.8937  3.3457  3.0582
O  -2.6520  3.5306  1.8311
C  -2.8267  2.4229  0.9967
C  -3.1302  2.9391  -0.4232
C  -4.4852  3.6374  -0.5126
N  -3.3141  1.7067  -1.2804
H  -2.2742  2.5723  3.7254
H  -1.7994  4.2050  3.7221
H  -0.8877  3.0966  2.7206
H  -1.8237  2.0084  0.8955
H  -3.4293  1.6162  1.4140
H  -2.4045  3.5933  -0.9065
H  -4.6264  4.5644  0.0430
H  -5.2350  2.9530  -0.1157
H  -4.8070  4.0205  -1.4810
H  -3.0823  1.9254  -2.2388
H  -4.3094  1.5531  -1.3582
C  -3.8201  -1.4794  -0.8164
O  -5.0761  -1.5181  -1.4774
C  -5.1409  -2.2735  -2.7155
C  -6.5814  -2.5626  -3.2376
C  -6.6543  -3.5055  -4.4343
N  -7.1088  -1.2558  -3.6165
H  -3.8062  -0.9845  0.1547
H  -3.0894  -1.0736  -1.5160
H  -3.6402  -2.5369  -0.6232
H  -4.4564  -1.8676  -3.4604
H  -4.7549  -3.2663  -2.4842
H  -7.1290  -3.0486  -2.4301
H  -7.5813  -4.0785  -4.4514
H  -5.9401  -4.3016  -4.2237
H  -6.3979  -2.9588  -5.3418
H  -6.3581  -0.5801  -3.6222
H  -7.6973  -0.9485  -2.8553
C  2.7436  0.2009  -0.6370
O  1.5176  0.9162  -0.6083
C  0.4094  0.2111  -1.1152
C  -0.1355  -0.9157  -0.1971
C  -0.7076  -0.4065  1.1992
N  0.7787  -2.0530  0.0159
H  2.8801  -0.5280  0.1618
H  3.6454  0.8028  -0.5246
H  2.9529  -0.3904  -1.5285
H  -0.3646  0.9728  -1.2100
H  0.5799  -0.1589  -2.1262
H  -0.9414  -1.2795  -0.8345
H  -0.3704  0.5161  1.6715
H  -0.3382  -1.1189  1.9368
H  -1.7806  -0.2404  1.2953
H  0.3414  -2.7303  0.6242
H  1.4802  -1.7287  0.6663
N  4.0509  1.3124  3.9675
C  4.3663  0.1532  3.5270
N  3.3006  -0.2450  2.9359
O  5.3542  -0.4165  3.8094
H  3.3008  1.8806  3.6007
H  4.7207  1.8195  4.5282
H  2.5453  0.4140  2.8125
H  3.1540  -1.2118  2.6829
N  3.9039  -4.9702  0.4873
C  4.2984  -3.8822  1.0266
N  5.5901  -3.9502  0.9065
O  3.5322  -3.0470  1.4896
H  2.9821  -5.2605  0.7809
H  4.5126  -5.5818  -0.0376
H  6.1297  -3.1021  1.0048
H  5.9281  -4.7907  0.4600
N  2.1968  -3.3900  -1.9585
C  1.3694  -4.0098  -2.7061
N  0.1203  -3.5934  -2.6789
O  1.5823  -4.7924  -3.5669
H  1.7989  -2.8970  -1.1720
H  3.1916  -3.5628  -1.9340
H  -0.4675  -4.0195  -3.3811
H  -0.2069  -2.9727  -1.9524
C  0.1116  -0.3963  4.9530
C  -0.7907  -1.0586  6.0058
O  -1.7817  -0.1071  6.3405
H  -0.5189  0.1205  4.2295
H  0.6849  -1.1134  4.3655
H  0.7650  0.3986  5.3126
H  -0.0431  -1.2336  6.7795
H  -1.2748  -1.9509  5.6090
H  -1.9027  0.0092  7.2857
C  -0.8816  0.7937  -5.0804
C  -2.3716  1.0043  -4.8666
O  -2.7989  2.1039  -4.0784
H  -0.4573  1.6925  -5.5278
H  -0.7138  -0.0228  -5.7827
H  -0.4095  0.7036  -4.1021
H  -2.7448  0.1026  -4.3810
H  -2.7515  1.1120  -5.8825
H  -2.0923  2.7366  -4.2267
C  0.2740  -4.2013  3.0033
C  -1.2944  -4.2448  3.0875
O  -1.6658  -3.8207  1.7863
H  0.6789  -4.7502  3.8535
H  0.5701  -3.1716  3.2039
H  0.6379  -4.6250  2.0672
H  -1.7418  -3.6048  3.8480
H  -1.8042  -5.1954  3.2440
H  -2.4699  -4.2992  1.5719
C  1.9820  4.2550  2.9491
C  1.7507  3.4645  1.5974
O  2.1877  2.0554  1.7341
H  2.9673  4.0140  3.3480
H  1.2357  3.8992  3.6594
H  1.8913  5.3352  2.8350
H  2.3698  3.8389  0.7822
H  0.7076  3.3973  1.2883
H  1.7542  1.6228  0.9948
C  1.4151  3.5687  -1.9808
C  1.1671  3.4601  -3.4876
O  -0.1729  3.9174  -3.6184
H  2.3731  3.1248  -1.7099
H  0.6324  3.0895  -1.3927
H  1.4148  4.6404  -1.7823
H  1.1851  2.4063  -3.7657
H  1.8091  4.0947  -4.0985
H  -0.3368  4.7406  -3.1525
C  6.1834  3.3479  0.1419
C  6.3183  2.1089  -0.7671
O  7.7164  1.8331  -0.6145
H  6.8834  4.1482  -0.0981
H  6.4142  3.2142  1.1987
H  5.2082  3.8063  -0.0228
H  6.0547  2.3271  -1.8020
H  5.7565  1.2686  -0.3593
H  8.1863  2.6346  -0.8563

Atomic partial charges in e from the Löwdin method, atoms 1 to 99:
1 C -0.06
2 O -0.19
3 C -0.22
4 C -0.36
5 C -0.08
6 N 0.05
7 H 0.09
8 H 0.09
9 H 0.05
10 H 0.08
11 H 0.13
12 H 0.13
13 H 0.07
14 H 0.08
15 H 0.08
16 H 0.02
17 H 0.06
18 C -0.12
19 O -0.21
20 C -0.19
21 C -0.42
22 C -0.07
23 N 0.03
24 H 0.08
25 H 0.06
26 H 0.08
27 H 0.12
28 H 0.11
29 H 0.14
30 H 0.08
31 H 0.07
32 H 0.08
33 H 0.06
34 H 0.07
35 C -0.08
36 O -0.22
37 C -0.16
38 C -0.31
39 C -0.01
40 N 0.04
41 H 0.06
42 H 0.07
43 H 0.10
44 H 0.12
45 H 0.12
46 H 0.10
47 H 0.05
48 H 0.05
49 H 0.06
50 H 0.06
51 H 0.05
52 N 0.16
53 C -0.85
54 N 0.18
55 O 0.08
56 H 0.07
57 H 0.12
58 H 0.08
59 H 0.08
60 N 0.15
61 C -0.77
62 N 0.18
63 O 0.03
64 H 0.12
65 H 0.12
66 H 0.13
67 H 0.11
68 N 0.18
69 C -0.84
70 N 0.16
71 O 0.04
72 H 0.03
73 H 0.11
74 H 0.11
75 H 0.07
76 C -0.09
77 C -0.30
78 O -0.08
79 H 0.05
80 H 0.05
81 H 0.08
82 H 0.11
83 H 0.09
84 H 0.08
85 C -0.08
86 C -0.30
87 O -0.09
88 H 0.07
89 H 0.09
90 H 0.05
91 H 0.10
92 H 0.11
93 H 0.06
94 C -0.06
95 C -0.28
96 O -0.11
97 H 0.07
98 H 0.05
99 H 0.07



Here is 9 unconnected molecules or ions with the total composition C18H55ClN11O12 at a distorted geometry from OMol25. Energies are from wB97M-V/def2-TZVPD.

Calculated values
net charge	-1
E_HOMO	-6.346	eV
LUMO level	2.01	eV
orbital gap	0.30706	Ha

Atoms and positions in Å:
Cl  -0.9485  -0.1022  0.2111
O  -1.8669  0.6943  -0.5595
O  -0.8527  -1.4227  -0.3731
O  0.4074  0.4045  0.3027
O  -1.4321  -0.2637  1.5492
C  -5.0965  -1.3317  2.4696
C  -4.7463  -0.6719  3.8115
O  -3.4090  -0.1426  3.6698
H  -5.9668  -1.9931  2.5385
H  -4.2998  -2.0397  2.2420
H  -5.3355  -0.5343  1.7681
H  -4.6547  -1.4218  4.6022
H  -5.4047  0.1498  4.0985
H  -3.1725  -0.2709  2.7437
C  -0.0210  -0.7073  5.5415
O  0.9831  -0.8702  6.2324
N  -0.0024  -0.6351  4.1795
N  -1.2634  -0.4561  6.0549
H  -0.8160  -0.4334  3.6292
H  0.8785  -0.9370  3.7122
H  -2.0755  -0.6425  5.4925
H  -1.3702  -0.3098  7.0409
C  2.6299  -0.8678  -2.9872
O  3.4257  -1.4332  -2.2268
N  2.7209  -0.8104  -4.3287
N  1.6422  -0.1036  -2.4399
H  3.4256  -1.4083  -4.7279
H  2.0045  -0.4306  -4.9141
H  1.0226  0.3657  -3.0737
H  1.5663  0.0032  -1.4416
C  -3.9170  -4.3029  -0.0343
O  -4.6556  -5.1940  0.4044
N  -2.6761  -4.1530  0.5104
N  -4.3294  -3.3747  -0.9392
H  -2.1781  -3.2751  0.5152
H  -2.5850  -4.7850  1.2886
H  -5.3383  -3.4133  -0.9624
H  -3.8624  -2.4881  -1.0224
C  1.5971  -4.3228  0.0966
O  2.5470  -5.1032  0.2178
N  0.3260  -4.5991  0.4932
N  1.7377  -3.0162  -0.2759
H  0.1384  -5.5689  0.6716
H  -0.3700  -3.8952  0.3860
H  0.8434  -2.5990  -0.4480
H  2.6249  -2.7637  -0.6848
C  -5.1484  3.5264  -1.8852
C  -4.9046  2.1208  -2.4376
C  -3.6552  2.0510  -3.3297
O  -3.5952  2.8378  -4.5080
C  -4.7905  2.8942  -5.2375
N  -4.8994  1.1375  -1.3558
H  -5.3396  4.1884  -2.7307
H  -4.2467  3.9095  -1.4033
H  -5.9714  3.4916  -1.1739
H  -5.7672  1.7869  -3.0258
H  -3.5817  1.0029  -3.6626
H  -2.7509  2.1611  -2.7279
H  -5.1685  1.9125  -5.5548
H  -4.5731  3.4533  -6.1459
H  -5.6331  3.3456  -4.7056
H  -4.2780  0.3856  -1.6601
H  -4.3733  1.4801  -0.5521
C  4.6561  2.5188  -4.0514
C  4.3754  3.2351  -2.7426
C  3.5017  2.4192  -1.7801
O  3.2770  3.2534  -0.6497
C  2.1522  2.8711  0.0935
N  5.6654  3.6229  -2.1061
H  3.8165  1.9136  -4.4013
H  5.5280  1.8666  -3.9877
H  4.8444  3.2277  -4.8596
H  3.8212  4.1683  -2.8720
H  4.0761  1.5243  -1.5246
H  2.5636  2.2900  -2.3200
H  2.0989  3.4696  1.0023
H  2.2475  1.8483  0.4897
H  1.2315  2.8352  -0.4981
H  5.4581  3.6484  -1.1046
H  6.2358  2.7727  -2.0902
C  4.3800  -2.2485  2.3744
C  3.3188  -1.2122  2.8785
C  3.5018  0.1418  2.2631
O  4.7862  0.5856  2.6310
C  5.0032  1.9493  2.3138
N  2.0011  -1.7877  2.5561
H  4.1308  -3.2924  2.5389
H  5.3817  -1.9954  2.7258
H  4.3880  -2.0717  1.2930
H  3.4247  -1.0976  3.9610
H  2.7017  0.8091  2.6085
H  3.3121  0.0142  1.1854
H  4.4877  2.5237  3.0944
H  4.5847  2.3538  1.3864
H  6.0698  2.1585  2.3317
H  1.8070  -1.7463  1.5617
H  1.9736  -2.7781  2.7612

Partial charges, Löwdin, in e:
1 Cl 0.68
2 O -0.34
3 O -0.39
4 O -0.36
5 O -0.35
6 C -0.08
7 C -0.28
8 O -0.12
9 H 0.07
10 H 0.07
11 H 0.08
12 H 0.11
13 H 0.11
14 H 0.02
15 C -0.69
16 O -0.02
17 N 0.16
18 N 0.14
19 H 0.04
20 H 0.05
21 H 0.06
22 H 0.09
23 C -0.67
24 O -0.01
25 N 0.16
26 N 0.17
27 H 0.11
28 H 0.10
29 H 0.10
30 H 0.07
31 C -0.68
32 O -0.01
33 N 0.15
34 N 0.16
35 H 0.06
36 H 0.11
37 H 0.11
38 H 0.09
39 C -0.67
40 O 0.00
41 N 0.16
42 N 0.16
43 H 0.10
44 H 0.04
45 H 0.05
46 H 0.08
47 C -0.05
48 C -0.46
49 C -0.20
50 O -0.17
51 C -0.14
52 N 0.04
53 H 0.06
54 H 0.09
55 H 0.08
56 H 0.12
57 H 0.12
58 H 0.12
59 H 0.09
60 H 0.09
61 H 0.07
62 H 0.05
63 H 0.06
64 C -0.06
65 C -0.43
66 C -0.21
67 O -0.21
68 C -0.12
69 N 0.03
70 H 0.06
71 H 0.08
72 H 0.07
73 H 0.13
74 H 0.14
75 H 0.11
76 H 0.10
77 H 0.04
78 H 0.09
79 H 0.05
80 H 0.06
81 C -0.04
82 C -0.39
83 C -0.23
84 O -0.16
85 C -0.09
86 N 0.04
87 H 0.07
88 H 0.07
89 H 0.07
90 H 0.14
91 H 0.13
92 H 0.12
93 H 0.09
94 H 0.07
95 H 0.08
96 H 0.05
97 H 0.09



Here is C2H6N2 in the gas phase at a distorted geometry from OMol25. Energies are from wB97M-V/def2-TZVPD.

Calculated values
energy relative to the best compared isomer or geometry (same formula, charge and spin)	98.0	kJ/mol
E_HOMO	-9.348	eV
LUMO level	0.95	eV
orbital gap	0.37847	Ha

Atoms and positions in Å:
H  1.8678  -1.3263  0.1157
N  0.8218  -1.4616  -0.0331
C  0.2979  -0.3153  0.0388
C  -1.2009  -0.2095  -0.0079
N  0.8840  0.9373  -0.0175
H  -1.7653  -0.3349  1.0558
H  -1.5116  0.8669  -0.4662
H  -1.5914  -0.9068  -0.7263
H  0.3464  1.7988  0.0946
H  1.8513  0.9515  -0.0540

Partial charges, Löwdin, in e:
1 H 0.06
2 N 0.09
3 C -0.61
4 C -0.08
5 N 0.11
6 H 0.12
7 H 0.10
8 H 0.05
9 H 0.10
10 H 0.06